# 1
C38H48N4P | the ωB97M-V functional and the def2-TZVPD basis

E_LUMO: -2.72 eV
energy: -55425.7713 eV
net charge: +1
HOMO energy: -9.417 eV

Last column: Mulliken charge in e.
Atoms and positions in Å:
P: 0.33563 0.28974 -0.50439  1.146
N: -2.90604 -4.67374 -1.80124  0.082
N: 3.71831 -2.64360 2.26142  0.146
N: -1.50844 3.50779 -5.29890  0.097
N: -3.66311 2.59126 3.31668  0.063
C: 3.46161 2.38343 1.50814  -0.774
C: 2.93487 4.00660 -0.69426  -0.653
C: -2.12122 -3.56813 -1.56752  1.531
C: 3.86605 -4.08561 2.00780  -0.687
C: -2.46079 -6.05246 -1.69457  -0.914
C: 2.87274 -0.50212 1.37126  -1.178
C: -1.74085 0.07958 1.40128  -0.800
C: -2.67410 2.02399 2.55258  1.631
C: 0.23840 2.23390 -4.13138  -1.376
C: 2.72918 2.62395 -0.75222  -0.128
C: 3.50070 -2.30795 3.66400  -0.388
C: -3.93965 4.01893 3.36682  -0.929
C: 0.62929 1.49189 -3.01985  -0.825
C: -1.87970 2.71569 -3.02943  -0.396
C: -4.65201 1.81643 4.03068  -1.187
C: -1.71605 -1.17054 -1.85664  -0.387
C: -0.71184 0.87157 0.85912  0.016
C: 3.71895 3.76500 1.56502  -0.716
C: -2.68457 0.63231 2.25450  -0.680
C: 3.22212 -1.85603 1.26317  0.098
C: -4.25242 -4.58666 -2.34389  -1.157
C: 4.70628 -4.44571 4.40075  -0.675
C: -0.14573 1.45052 -1.84321  0.178
C: -0.88799 -3.63589 -0.84000  -1.135
C: -2.52224 -2.28767 -2.05007  -0.856
C: 2.77142 1.80535 0.40285  0.323
C: 4.55596 -2.93391 4.59338  -0.807
C: -2.91107 3.81783 -5.50612  -1.180
C: -1.40366 2.10375 -1.86906  -0.705
C: 4.87015 -4.77932 2.92349  -0.736
C: 2.31085 0.37755 0.35129  1.255
C: -1.05245 2.84196 -4.18533  1.317
C: -0.14332 -2.48646 -0.57954  -0.500
C: -1.58922 2.80661 2.04224  -1.043
C: -0.62104 2.23144 1.22642  -0.410
C: 3.40863 4.59380 0.48391  -0.612
C: -0.54593 -1.22432 -1.06373  -0.270
C: -0.66453 4.05709 -6.34048  -0.910
H: -1.06693 3.73853 -7.31316  0.326
H: 4.17519 -4.21497 0.96633  0.404
H: -3.25133 -6.62363 -1.18386  0.320
H: -3.20154 4.60265 2.81275  0.258
H: 5.88348 -4.48961 2.61613  0.326
H: 4.17857 4.19099 2.46192  0.404
H: -3.55788 3.02641 -5.10699  0.381
H: -2.05214 2.10268 -0.98716  0.353
H: 3.50020 -1.21880 3.80749  0.277
H: -3.46138 -0.00862 2.66792  0.326
H: 4.78792 -5.85898 2.77365  0.351
H: -4.78824 -5.50022 -2.04392  0.331
H: -3.20701 4.78435 -5.06208  0.332
H: 2.60086 2.16799 -1.74518  0.442
H: -4.78897 -3.71657 -1.94705  0.374
H: 3.55387 5.66958 0.54930  0.409
H: -5.53866 1.62235 3.41177  0.350
H: 3.84646 -4.97339 4.83373  0.323
H: 2.37947 -0.07278 -0.67527  0.524
H: 0.18375 2.85761 0.82557  0.217
H: -4.27080 -4.55108 -3.44754  0.337
H: -3.96201 4.34640 4.41926  0.320
H: -4.98400 2.40534 4.89414  0.339
H: -1.83619 -0.96750 1.11630  0.365
H: 1.57169 0.94066 -3.05755  0.672
H: 0.91579 2.31212 -4.98585  0.178
H: -3.45605 -2.18495 -2.61513  0.425
H: -0.70275 5.16172 -6.33883  0.315
H: -2.89122 3.14015 -3.04222  0.461
H: 3.26997 0.00500 2.25312  0.065
H: 2.88121 -4.55793 2.13687  0.335
H: 5.59218 -4.78276 4.94691  0.305
H: 2.50585 -2.68929 3.98194  0.241
H: -4.94236 4.22121 2.95170  0.326
H: -2.02234 -0.24069 -2.33242  0.269
H: -1.49152 3.86315 2.30592  0.247
H: -0.53003 -4.59463 -0.45583  0.152
H: 3.30001 -2.33051 0.26803  0.457
H: 0.37352 3.73269 -6.24414  0.266
H: -1.52243 -6.14139 -1.14049  0.277
H: -4.24533 0.86591 4.37977  0.367
H: 5.52836 -2.46518 4.37879  0.323
H: 0.77566 -2.55009 0.00774  0.348
H: 2.73930 4.62097 -1.58174  0.379
H: -3.07504 3.89660 -6.59113  0.345
H: 4.30708 -2.70036 5.63428  0.359
H: -2.34399 -6.51560 -2.69327  0.313
H: 3.88663 1.77660 2.31453  0.315



# 2
C5H7NO | the ωB97M-V functional and the def2-TZVPD basis

E_LUMO: 0.49 eV
energy: -8831.0099 eV
net charge: 0
energy above the lowest of the compared OMol25 structures with the same formula, charge and spin: 501.0 kJ/mol
HOMO energy: -8.895 eV

Last column: Mulliken charge in e.
Atoms and positions in Å:
O: 1.34032 0.71623 1.93065  -0.438
N: -0.96360 0.53592 -0.77015  -0.511
C: 0.45415 0.88672 -0.68202  -0.025
C: 0.08568 -0.48235 -1.08086  -0.087
C: 1.40873 1.24911 0.86462  0.083
C: -1.25946 -0.21986 0.48664  -0.309
C: -0.22017 -1.31342 0.15509  -0.630
H: -2.28916 -0.57825 0.45672  0.289
H: -0.67899 -2.27366 -0.08216  0.287
H: -1.10940 0.36376 1.39926  0.224
H: 1.71963 1.92682 0.11915  0.357
H: 0.69934 1.53320 -1.56681  0.212
H: 0.60282 -1.46840 0.85815  0.209
H: 0.21011 -0.87582 -2.08828  0.339



# 3
C7H15N | the ωB97M-V functional and the def2-TZVPD basis

E_LUMO: 0.16 eV
energy: -8988.9192 eV
net charge: 0
energy above the lowest of the compared OMol25 structures with the same formula, charge and spin: 344.5 kJ/mol
HOMO energy: -8.311 eV

Last column: Mulliken charge in e.
Atoms and positions in Å:
N: 0.83366 -2.02706 0.05711  -0.814
C: -1.24120 1.11963 0.10127  -1.009
C: 1.15124 0.04423 -1.72136  -0.544
C: 1.40370 -0.00217 1.14513  -1.574
C: -1.62775 -0.94085 1.47371  -1.547
C: -1.03645 -0.34485 0.19612  0.581
C: 0.81335 1.38873 -1.77891  -0.677
C: 0.55126 -0.76706 0.15174  0.634
H: -1.36103 -1.99512 1.54759  0.401
H: -1.24139 -0.43297 2.35689  0.332
H: 1.51566 2.12740 -1.40862  0.257
H: 0.64772 -0.62850 -2.40509  0.297
H: 2.44392 -0.30078 1.03127  0.432
H: -1.47192 -0.84883 -0.67213  0.450
H: -2.17574 1.41349 -0.37342  0.418
H: -1.06071 1.65533 1.03035  0.281
H: 1.33167 1.07377 0.99516  0.338
H: 2.17997 -0.21915 -1.52140  0.407
H: 0.14663 1.75495 -2.54957  0.334
H: 1.10082 -0.23011 2.16679  0.356
H: -2.71271 -0.83620 1.47386  0.420
H: 0.21793 -2.51387 -0.59689  0.282
H: -0.40864 1.51000 -0.69963  -0.056



# 4
C4H4O2 | the ωB97M-V functional and the def2-TZVPD basis

E_LUMO: 0.75 eV
energy: -8305.3547 eV
net charge: 0
energy above the lowest of the compared OMol25 structures with the same formula, charge and spin: 166.2 kJ/mol
HOMO energy: -10.526 eV

Last column: Mulliken charge in e.
Atoms and positions in Å:
O: 0.50334 0.84387 1.01860  -0.486
O: 0.20067 -0.82848 -0.46092  -0.300
C: -2.66926 0.78295 0.80170  -0.109
C: 1.58733 -0.64719 -0.78314  -0.587
C: -0.21723 0.06768 0.43650  0.695
C: -1.65417 0.16421 0.61278  -0.403
H: 2.15259 -0.47526 0.13179  0.308
H: 1.92276 -1.54507 -1.29866  0.232
H: -3.51313 1.40816 0.97183  0.390
H: 1.68710 0.22913 -1.43049  0.261



# 5
C6H9Br | the ωB97M-V functional and the def2-TZVPD basis

E_LUMO: 0.93 eV
energy: -76406.5348 eV
net charge: 0
energy above the lowest of the compared OMol25 structures with the same formula, charge and spin: 305.7 kJ/mol
HOMO energy: -9.579 eV

Last column: Mulliken charge in e.
Atoms and positions in Å:
Br: 2.17227 -0.64102 0.25399  -0.178
C: 1.53983 2.12284 0.94822  -0.621
C: -1.02076 -2.61813 -0.04744  -0.667
C: 1.11266 0.90159 0.18062  -0.052
C: -1.45003 -0.90210 -1.94835  -0.767
C: -1.33903 -1.81208 -1.05299  0.406
C: 0.22919 1.32342 1.32937  -0.460
H: -0.00005 0.68900 2.12908  0.301
H: -1.82047 -0.07909 -1.55198  0.329
H: -1.72044 -3.24146 0.38571  0.300
H: -1.40569 -1.01822 -2.99782  0.293
H: -0.70762 1.67514 0.85057  0.148
H: 0.65456 1.01922 -0.82945  0.341
H: 0.02917 -2.51917 0.31071  0.106
H: 2.21244 2.12666 1.73098  0.293
H: 1.51397 2.97339 0.30878  0.227



# 6
C6H11NS | the ωB97M-V functional and the def2-TZVPD basis

E_LUMO: -0.11 eV
energy: -18722.1668 eV
net charge: 0
energy above the lowest of the compared OMol25 structures with the same formula, charge and spin: 321.1 kJ/mol
HOMO energy: -8.399 eV

Last column: Mulliken charge in e.
Atoms and positions in Å:
S: -2.18324 -2.00298 -0.06947  -0.270
N: 1.22379 -0.67404 -0.38633  -0.286
C: -0.80416 0.28067 0.80944  0.458
C: 0.57545 -0.46604 0.92068  -0.875
C: -1.02212 1.47940 -0.14850  -0.876
C: 2.76595 -0.64851 -0.38921  -0.820
C: -2.35674 0.85282 -0.62903  -0.340
C: -1.79773 -0.41106 0.02733  -0.302
H: 2.95603 0.34311 0.09524  0.345
H: 2.98458 -0.66049 -1.59158  0.249
H: 0.97362 -1.53090 -1.07893  0.251
H: 0.33257 -1.52529 1.41104  0.244
H: -1.18823 2.39204 0.44919  0.268
H: 3.42098 -1.69468 -0.08723  0.214
H: -0.24163 1.64391 -0.78167  0.363
H: -3.24704 1.10692 -0.12624  0.285
H: -2.44152 0.74459 -1.77148  0.224
H: 1.24464 0.14598 1.53306  0.503
H: -1.19519 0.62454 1.81369  0.367